Molecular formula: C40H84F2N3O9P2S
Method: DFT, ωB97M-V with the def2-TZVPD basis set

* net charge: +1
* total energy: -3696.44338 Ha
* lowest unoccupied orbital energy: -2.5289 eV
* Kohn-Sham gap: 8.9 eV
* HOMO level: -11.5 eV

Each line ends with the Löwdin charge.
Geometry (Å):
S1 -3.211 4.739 -4.568  0.851
P1 0.363 -0.749 8.622  0.423
P2 8.783 0.210 -3.921  0.409
F1 -5.321 -3.055 -0.079  -0.049
F2 -7.781 3.644 -0.826  -0.024
O1 2.905 0.561 -1.001  -0.186
O2 -0.229 -0.643 10.069  -0.175
O3 9.931 1.277 -3.999  -0.174
O4 9.232 -0.532 -2.554  -0.200
O5 7.335 0.421 -3.855  -0.221
O6 9.195 -0.938 -4.950  -0.179
O7 1.630 0.232 8.632  -0.180
O8 -0.237 -0.795 7.284  -0.228
O9 1.135 -2.170 8.735  -0.199
N1 -2.291 -0.148 -2.329  0.039
N2 -4.377 2.416 -0.708  0.020
N3 -4.105 2.566 -3.089  0.099
C1 -3.385 0.058 3.372  -0.202
C2 2.723 1.661 -1.872  -0.247
C3 8.370 -0.546 -1.417  -0.279
C4 -3.536 0.458 -1.926  -0.309
C5 0.681 2.496 8.673  -0.075
C6 7.661 -1.878 -1.293  -0.071
C7 1.213 -3.417 6.580  -0.076
C8 0.600 -3.254 7.957  -0.282
C9 -5.466 3.418 -0.906  -0.062
C10 1.556 1.489 7.951  -0.266
C11 3.957 -0.264 -1.444  -0.112
C12 -5.186 -1.773 0.460  -0.180
C13 0.875 0.640 11.840  -0.069
C14 -2.136 -0.754 -3.644  -0.200
C15 -4.661 1.205 0.171  -0.173
C16 -5.751 -1.862 -4.022  -0.206
C17 -0.930 2.608 -2.512  -0.169
C18 -2.354 -2.230 3.760  -0.102
C19 -6.794 2.886 -1.428  -0.171
C20 -5.210 -1.417 -2.653  -0.183
C21 -4.262 1.673 1.587  -0.128
C22 -3.434 2.065 -1.905  -0.269
C23 1.434 2.364 -1.475  -0.156
C24 -4.626 0.736 2.758  -0.158
C25 -2.115 2.733 -1.537  -0.095
C26 -2.161 -0.598 -6.144  -0.083
C27 -3.606 -1.367 3.908  -0.250
C28 0.191 1.650 -2.045  -0.186
C29 -3.642 0.203 -0.383  -0.167
C30 -3.792 -1.253 0.111  -0.078
C31 -6.111 -3.360 -4.071  -0.229
C32 11.324 0.883 -3.979  -0.240
C33 -3.717 3.523 -3.746  -0.759
C34 0.631 -0.723 11.234  -0.235
C35 -4.771 0.063 -2.744  -0.098
C36 -2.085 0.217 -4.830  -0.232
C37 8.881 0.062 -7.173  -0.074
C38 -5.414 -4.098 -5.234  -0.097
C39 11.939 0.944 -5.358  -0.069
C40 8.505 -1.042 -6.205  -0.261
H1 7.225 -2.186 -2.244  0.079
H2 -5.992 -1.193 0.012  0.104
H3 3.706 -0.805 -2.364  0.092
H4 1.100 2.752 9.646  0.068
H5 -5.674 3.833 0.082  0.138
H6 -6.897 3.040 -2.501  0.127
H7 -2.685 0.519 0.041  0.135
H8 4.869 0.312 -1.633  0.084
H9 -5.038 1.380 3.535  0.116
H10 -0.036 1.238 11.832  0.085
H11 -4.577 0.236 -3.799  0.101
H12 -3.048 0.666 4.213  0.119
H13 -1.165 -1.255 -3.640  0.132
H14 11.441 -0.103 -3.533  0.115
H15 7.650 0.270 -1.474  0.097
H16 11.594 1.824 -5.900  0.085
H17 -5.413 0.025 2.506  0.100
H18 -5.190 -5.124 -4.946  0.069
H19 -2.894 0.945 -4.809  0.083
H20 -0.473 -3.119 7.821  0.102
H21 -2.341 3.804 -1.451  0.128
H22 -0.321 2.098 8.843  0.076
H23 -4.482 -3.609 -5.525  0.058
H24 11.811 1.600 -3.320  0.122
H25 -1.762 2.403 -0.557  0.125
H26 1.565 -1.226 10.991  0.116
H27 1.238 -2.458 6.065  0.067
H28 7.427 -1.050 -6.033  0.110
H29 1.201 1.336 6.930  0.108
H30 13.026 0.974 -5.278  0.082
H31 -4.385 -2.084 -2.416  0.103
H32 1.379 2.306 -0.386  0.118
H33 -0.233 1.049 -1.241  0.090
H34 -5.630 0.651 -2.420  0.105
H35 0.744 -4.141 8.574  0.118
H36 8.776 -2.013 -6.617  0.120
H37 -6.968 1.834 -1.205  0.109
H38 11.676 0.064 -5.944  0.063
H39 -2.551 -3.281 3.971  0.076
H40 -1.526 -0.135 -6.895  0.073
H41 -4.966 -1.676 -4.764  0.084
H42 1.639 1.184 11.287  0.064
H43 -6.043 -1.523 -1.962  0.103
H44 1.465 3.411 -1.778  0.110
H45 0.595 3.411 8.086  0.080
H46 0.455 0.944 -2.833  0.104
H47 4.186 -1.007 -0.682  0.084
H48 -3.811 -1.331 4.979  0.112
H49 -5.340 -1.899 1.528  0.098
H50 -4.739 2.641 1.778  0.119
H51 6.869 -1.818 -0.545  0.069
H52 -1.922 -2.176 2.757  0.060
H53 -2.867 -1.539 -3.874  0.100
H54 -5.886 -3.859 -3.130  0.102
H55 8.358 -2.661 -0.990  0.076
H56 -7.178 -3.425 -4.285  0.102
H57 8.282 -0.013 -8.081  0.081
H58 -6.586 -1.216 -4.305  0.119
H59 -3.190 -0.650 -6.496  0.070
H60 9.933 -0.002 -7.450  0.067
H61 -3.185 1.864 1.640  0.122
H62 -0.467 3.597 -2.553  0.105
H63 -4.469 -1.857 3.454  0.087
H64 -2.539 0.037 2.677  0.096
H65 -1.577 -1.915 4.458  0.073
H66 3.593 2.326 -1.860  0.127
H67 -1.843 -0.672 -1.597  0.120
H68 -5.117 4.261 -1.497  0.135
H69 -3.387 -1.921 -0.648  0.116
H70 -6.049 -4.125 -6.118  0.072
H71 -3.161 -1.402 0.987  0.098
H72 2.579 1.858 7.888  0.120
H73 2.611 1.265 -2.891  0.120
H74 0.093 -1.355 11.938  0.123
H75 -1.786 -1.604 -5.954  0.074
H76 -3.760 2.928 -0.076  0.135
H77 0.598 -4.119 6.015  0.076
H78 8.718 1.048 -6.731  0.077
H79 -5.701 0.903 0.230  0.145
H80 -1.253 2.399 -3.529  0.078
H81 8.997 -0.366 -0.542  0.119
H82 -1.106 0.696 -4.822  0.094
H83 1.224 0.530 12.867  0.083
H84 2.237 -3.790 6.616  0.074

Forces on the atoms, in the same order (eV/Å):
-0.2414 -0.1488 -0.0627
3.8214 -2.2396 -0.9256
0.5607 -3.0704 2.1341
0.0245 -0.0556 0.0787
-0.0399 -0.0880 0.1467
0.0294 0.0321 0.0345
-1.2094 0.6619 -0.5995
-0.8410 0.7988 -0.7115
0.1883 0.2032 -0.2911
0.1324 1.5947 -0.8376
0.0651 0.4489 -0.3073
-0.4267 0.1822 0.3967
-2.1513 1.3551 0.5954
-0.0194 0.2742 0.1890
-0.3514 0.1966 -0.6558
-0.0217 0.6934 0.3230
0.9704 1.2752 -0.3063
-0.1830 -0.3929 0.2632
-0.3048 -0.2483 -0.1489
-0.1945 -0.0456 0.1869
0.5964 0.3630 1.2323
-0.0001 -0.1047 0.1582
0.0706 -0.1892 0.0304
0.3810 0.2031 0.1777
-0.2514 -0.3086 0.0982
-0.6468 -0.0365 0.3781
0.0325 0.3642 -0.2296
0.4276 -0.2340 -0.0631
0.0130 -0.5319 -0.5450
0.1238 0.1733 -0.2465
0.1779 0.0430 -0.2283
1.4731 0.1735 0.9340
0.4573 -0.0894 0.2038
0.5227 0.2380 0.1578
0.1950 -0.1530 0.0074
-0.0004 0.2795 -0.5164
-0.2676 0.3190 -1.0452
-0.5999 0.0353 0.4179
-1.3252 -1.3439 -0.2119
0.0099 -0.4698 -0.1489
0.5245 0.4910 0.2660
0.3992 0.2704 -0.7151
0.0617 0.3663 0.6184
0.3597 -0.1374 0.3180
-0.5093 0.1159 0.4445
-0.7678 -0.4524 0.0188
-0.0962 0.0691 0.1546
-0.1652 0.3105 -0.9625
0.4354 0.1887 0.0348
0.0538 -0.4119 0.4065
0.0154 -0.0548 0.5134
0.0451 -1.0889 0.5147
0.3183 -0.7979 -0.3669
0.1599 0.0543 0.1093
-0.0314 0.0121 0.2836
-0.1704 -0.1926 -0.1674
-0.1961 -0.0787 -0.3761
-0.0782 0.1613 -0.0194
-0.0120 0.1791 0.2098
-0.1045 0.1247 -0.0547
0.0137 0.0232 -0.0122
-0.0261 -0.1538 0.0716
0.1052 -0.1408 -0.0426
0.1029 0.1444 -0.2693
-0.0212 0.0414 -0.0301
-0.2743 -0.1498 0.0008
-0.0489 -0.0745 0.1167
-0.0558 0.4855 0.0511
0.1400 0.1043 -0.1138
-0.0395 -0.1018 0.1136
-0.1769 -0.0406 0.0162
-0.0066 -0.0072 -0.1167
0.0894 0.0807 0.0756
0.0673 -0.0452 -0.1650
0.0177 -0.0538 -0.1505
0.1720 0.2112 0.1100
-0.0234 0.0241 0.1485
-0.1339 -0.0308 0.1444
-0.0218 0.0320 -0.0952
0.0876 -0.0838 0.0883
-0.1244 0.0514 0.0401
-0.2516 -0.1233 0.0833
-0.0324 -0.0131 -0.1949
-0.1775 -0.0241 -0.0479
0.0287 0.0722 0.1582
-0.0581 -0.1507 0.0494
-0.0012 0.0442 0.0341
-0.0981 -0.0199 0.3382
0.1063 0.3608 0.0389
0.1149 -0.2478 -0.1160
0.0730 0.3029 -0.2859
0.0753 -0.0461 -0.0904
0.0811 -0.0170 0.1057
0.0095 0.0118 0.1390
-0.0274 0.0029 0.0097
-0.0959 0.0101 0.0153
-0.1709 -0.0576 -0.2128
-0.0316 0.0810 -0.0251
-0.0110 -0.0089 -0.0269
0.2969 -0.2415 0.3325
0.0456 0.0082 -0.0295
0.0046 -0.0153 -0.0251
0.0912 0.1021 -0.0861
-0.1766 0.0806 0.1475
-0.2795 0.0934 -0.0415
-0.0281 0.2292 0.0438
-0.1179 -0.0323 -0.1129
0.0186 -0.0059 0.0156
-0.0866 0.0004 -0.0454
-0.1385 0.0741 0.1817
-0.0943 0.1228 0.1118
0.0042 0.0090 -0.0004
-0.1026 -0.2454 0.5048
-0.0260 -0.0120 0.0165
-0.0946 -0.0990 0.0037
0.0422 -0.1613 -0.1634
-0.0090 -0.0214 -0.0277
0.0370 -0.0289 -0.2455
-0.1641 0.0843 -0.1613
0.0298 0.0732 -0.1685
-0.1529 0.0190 -0.2115
-0.0093 0.1061 -0.0146
0.0280 -0.0106 0.1367
-0.0302 -0.1025 -0.0393
0.2653 -0.2102 -0.1567
-0.0243 -0.0218 -0.0099
0.0264 0.0018 -0.0422
0.0465 0.1177 0.0037
0.0330 -0.1013 0.0663
0.1600 0.2072 -0.1107
-0.1041 -0.0355 -0.1099
-0.0384 -0.0762 -0.2051
0.2043 0.0872 -0.2540
0.0712 -0.0037 -0.0706
-0.1036 -0.0098 -0.0314
-0.0842 0.0743 -0.7225
-0.1455 -0.1348 0.0471
0.0629 -0.0133 -0.0491
-0.1908 0.4223 0.1733
-0.0466 -0.0359 0.0142
-0.0349 -0.0739 0.0889